{"formula": "C49H47N9O8PbS2", "method": "the ωB97M-V functional and the def2-TZVPD basis", "symbols": ["Pb", "C", "C", "N", "C", "C", "S", "C", "C", "S", "C", "N", "C", "H", "H", "H", "H", "H", "H", "H", "H", "C", "O", "C", "C", "C", "C", "C", "C", "N", "N", "C", "C", "C", "C", "O", "C", "N", "C", "C", "C", "C", "H", "H", "H", "H", "H", "H", "H", "H", "H", "H", "H", "H", "C", "C", "C", "C", "C", "C", "C", "N", "C", "C", "C", "C", "C", "C", "C", "N", "C", "C", "C", "C", "H", "H", "H", "H", "H", "H", "H", "H", "H", "H", "H", "H", "H", "H", "H", "H", "H", "H", "H", "H", "H", "H", "H", "H", "O", "C", "O", "C", "C", "C", "C", "C", "C", "N", "O", "O", "N", "O", "O", "H", "H", "H"], "positions_angstrom": [[-0.1961, 0.3356, -0.0621], [0.5557, 3.8347, 1.9673], [-0.8198, 3.3149, 2.2332], [-1.4025, 2.3230, 1.6167], [-2.7035, 2.1269, 2.0609], [-3.0946, 2.9685, 3.0480], [-1.8308, 4.0514, 3.4269], [-3.5465, 1.0865, 1.4385], [-4.7392, 0.6293, 1.9010], [-5.3990, -0.4970, 0.7981], [-4.0063, -0.3326, -0.2126], [-3.1420, 0.5198, 0.2446], [-3.8585, -1.0959, -1.4947], [0.8845, 3.5314, 0.9754], [1.2730, 3.4082, 2.6704], [0.5780, 4.9217, 2.0513], [-4.0545, 3.0302, 3.5401], [-5.2576, 0.8997, 2.8104], [-4.8324, -1.2899, -1.9456], [-3.3673, -2.0576, -1.3265], [-3.2467, -0.5185, -2.1895], [0.2299, 8.8443, -0.6323], [1.0531, 7.7098, -0.8328], [1.0427, 7.1552, -2.0730], [1.9085, 6.0806, -2.2725], [1.9476, 5.4343, -3.4902], [1.1301, 5.8554, -4.5444], [0.3192, 6.9592, -4.3549], [0.2507, 7.6019, -3.1204], [1.1908, 5.2891, -5.8678], [1.3205, 4.0587, -6.0463], [1.1919, 3.1076, -4.9874], [2.1640, 2.1335, -4.9369], [2.2564, 1.2103, -3.8937], [1.3300, 1.1832, -2.8489], [1.3999, 0.3378, -1.8741], [0.2426, 2.1467, -2.9432], [-0.6920, 2.1011, -1.9555], [-1.7282, 2.9096, -1.9999], [-1.9594, 3.7694, -3.0845], [-1.0373, 3.8258, -4.0913], [0.1505, 3.0626, -4.0167], [0.3903, 9.1595, 0.3936], [-0.8266, 8.6013, -0.7730], [0.5033, 9.6593, -1.3075], [2.5409, 5.7645, -1.4508], [2.6214, 4.5978, -3.6324], [-0.2810, 7.3113, -5.1878], [-0.4102, 8.4502, -3.0001], [2.9176, 2.1452, -5.7184], [3.0652, 0.4892, -3.8617], [-2.4184, 2.8605, -1.1648], [-2.8601, 4.3701, -3.1175], [-1.2223, 4.4415, -4.9597], [-4.3868, -5.7133, 2.7128], [-3.5920, -4.7950, 3.6510], [-4.5544, -4.1848, 4.6795], [-2.5285, -5.6371, 4.3793], [-2.8829, -3.6920, 2.8723], [-2.5192, -2.4902, 3.4746], [-1.8772, -1.5218, 2.7225], [-1.5672, -1.6765, 1.4360], [-1.8877, -2.8321, 0.8456], [-2.5375, -3.8479, 1.5345], [-1.5117, -2.9937, -0.5967], [-2.0921, -3.9846, -1.3721], [-1.7504, -4.1336, -2.7143], [-0.7767, -3.2766, -3.2077], [-0.2352, -2.3068, -2.3779], [-0.6077, -2.1415, -1.1076], [-2.4007, -5.2202, -3.5648], [-2.1755, -4.9714, -5.0584], [-3.9122, -5.2716, -3.3018], [-1.7671, -6.5694, -3.1784], [-4.9929, -6.3973, 3.3073], [-3.7279, -6.3235, 2.0889], [-5.0555, -5.1421, 2.0624], [-5.1777, -4.9718, 5.1081], [-5.2119, -3.4424, 4.2191], [-4.0194, -3.7105, 5.5055], [-2.9973, -6.5211, 4.8225], [-2.0544, -5.0649, 5.1780], [-1.7533, -5.9721, 3.6854], [-2.7275, -2.3029, 4.5218], [-1.6050, -0.5660, 3.1678], [-2.7609, -4.7767, 1.0273], [-2.8280, -4.6446, -0.9316], [-0.4331, -3.3403, -4.2312], [0.5285, -1.6183, -2.7302], [-2.5087, -3.9727, -5.3519], [-2.7449, -5.7021, -5.6356], [-1.1246, -5.0831, -5.3355], [-4.3733, -4.2929, -3.4677], [-4.1447, -5.5941, -2.2842], [-4.3787, -5.9862, -3.9843], [-0.6822, -6.5387, -3.3056], [-2.1667, -7.3676, -3.8119], [-1.9782, -6.8186, -2.1350], [2.5263, 1.2154, 3.4000], [2.0736, 0.4319, 2.5631], [1.7957, 0.6610, 1.3370], [1.7664, -0.9734, 3.0669], [1.5799, -2.0399, 2.2031], [1.2281, -3.2746, 2.7224], [1.0427, -3.4815, 4.0724], [1.2472, -2.4007, 4.9070], [1.6156, -1.1598, 4.4322], [1.0228, -2.5696, 6.3601], [0.4737, -3.5910, 6.7328], [1.4137, -1.6882, 7.0956], [0.9732, -4.4029, 1.7952], [1.1194, -4.1962, 0.6097], [0.6587, -5.4752, 2.2742], [1.6976, -1.9079, 1.1349], [0.7579, -4.4461, 4.4599], [1.7907, -0.3299, 5.1022]], "e_tot_ha": -3979.2843, "homo_lumo_gap_ha": 0.2309, "e_above_lowest_kj_mol": 0.0, "charge": 0, "lumo_ev": -0.6}